Entry from OMol25: a molecular structure, C15H40OP2PbSi at a distorted geometry (the ωB97M-V functional and the def2-TZVPD basis).

- largest force on an atom (eV/Å) = 2.0
- charge = 0
- electronic energy (Eh) = -1835.62562
- molecular weight (u) = 533.718

Structure (XYZ):
```
60
Properties=species:S:1:pos:R:3:forces:R:3:lowdin_charge:R:1
Pb 0.08915 0.14199 -0.22162 -1.2 -1.1 0.1 0.9113
Si -0.30335 -2.63329 -0.72850 0.1 0.8 -0.6 0.4686
P 2.81671 -0.64828 -0.02532 0.1 0.1 0.0 0.6612
P -2.77187 -0.09239 0.01545 0.2 0.4 -0.3 0.6949
H 0.87414 0.84416 -2.38874 -0.5 0.9 -1.6 0.0420
C 3.79662 0.88886 0.06462 0.3 0.1 0.0 -0.2780
H 4.86502 0.67485 -0.07047 -0.1 0.2 0.1 0.0456
H 3.64163 1.36965 1.04068 0.1 -0.1 -0.3 0.0317
H 3.46915 1.59222 -0.71486 0.1 -0.2 0.2 0.0386
C 3.37691 -1.39959 -1.59220 0.3 0.0 -0.1 -0.2799
H 4.47136 -1.48980 -1.59441 -0.2 -0.1 -0.1 0.0447
H 3.06617 -0.77577 -2.44218 0.0 -0.1 0.3 0.0426
H 2.92034 -2.39147 -1.70653 0.1 0.2 0.0 0.0335
C 3.56951 -1.70053 1.25656 0.3 -0.1 0.1 -0.2682
H 4.64928 -1.79100 1.07475 -0.2 -0.1 0.1 0.0459
H 3.10966 -2.69706 1.24470 0.1 0.2 0.0 0.0403
H 3.40459 -1.25814 2.24898 0.0 -0.1 -0.3 0.0302
C -3.46172 1.59580 0.04259 -0.3 0.1 0.1 -0.2741
H -4.55338 1.53830 -0.07413 0.2 0.2 0.1 0.0431
H -3.02142 2.17959 -0.77646 0.0 -0.2 0.2 0.0350
H -3.21459 2.08052 0.99675 -0.1 -0.1 -0.2 0.0287
C -3.43377 -0.70702 -1.57381 -0.2 0.0 0.0 -0.2725
H -4.51870 -0.53081 -1.58868 0.2 -0.2 -0.2 0.0453
H -3.22330 -1.77889 -1.67783 -0.1 0.2 0.0 0.0206
H -2.95510 -0.15662 -2.39605 -0.1 -0.1 0.3 0.0364
C -3.77444 -0.95822 1.26620 -0.2 0.0 0.0 -0.2712
H -4.83984 -0.75939 1.08125 0.2 -0.2 0.2 0.0442
H -3.49201 -0.58645 2.26179 -0.1 -0.1 -0.3 0.0282
H -3.57185 -2.03555 1.21820 -0.1 0.2 0.1 0.0345
C -0.36756 -2.88745 -2.60921 0.1 -0.3 0.0 -0.3465
H 0.44847 -2.34792 -3.11420 -0.3 -0.1 0.1 0.0053
H -1.33499 -2.55871 -3.01810 0.4 0.0 0.1 0.0056
H -0.25057 -3.96545 -2.81202 -0.1 0.4 -0.1 0.0147
H 0.80032 -3.51566 -0.23559 0.0 0.1 0.1 -0.0948
H -1.58726 -3.20094 -0.20878 0.1 0.1 0.2 -0.0878
C 0.03966 1.53883 -2.82969 1.2 -0.9 0.8 -0.6770
O -0.91493 1.56071 -1.82401 -0.3 -0.2 0.7 -0.4211
C 0.66332 2.91947 -3.05818 0.0 0.1 -0.2 -0.0588
H 0.82778 3.09372 -4.12335 0.1 0.1 0.0 0.0641
H 1.62702 3.00130 -2.55263 0.0 0.1 0.1 0.0588
H 0.00953 3.70933 -2.67802 0.0 -0.2 0.0 0.0774
C -0.49929 0.91233 -4.10867 -0.2 -0.1 -0.2 -0.0648
H -1.49585 1.30984 -4.35432 0.2 0.0 0.2 0.0858
H -0.59487 -0.17599 -4.01979 0.0 0.1 0.1 0.0553
H 0.15887 1.13208 -4.95406 0.0 -0.1 0.0 0.0693
C -0.55712 2.00320 2.93909 -0.2 0.4 0.2 -0.0777
C 0.07505 0.64367 3.23283 0.0 0.2 -1.0 -0.7302
C 1.52221 0.84487 3.68255 0.4 0.1 0.2 -0.0712
C -0.70124 -0.06399 4.33632 -0.1 0.0 0.2 -0.0693
C 0.05040 -0.21324 1.97861 0.0 -0.4 1.3 -0.2760
H -0.57725 2.61823 3.85097 0.0 -0.1 -0.2 0.0856
H -1.59133 1.88448 2.58819 0.2 0.0 0.1 0.0633
H -0.00631 2.56452 2.16948 -0.1 -0.2 0.1 0.0822
H 1.56757 1.50005 4.56952 0.0 -0.2 -0.2 0.0894
H 1.97562 -0.11785 3.95226 0.0 0.2 0.0 0.0756
H 2.13676 1.30203 2.88998 -0.2 -0.1 0.2 0.0686
H -1.72179 -0.28989 4.01043 0.1 0.0 0.1 0.0715
H -0.21030 -1.00585 4.59517 -0.1 0.0 0.0 0.0823
H -0.74872 0.56058 5.23906 0.0 -0.1 -0.1 0.0878
H 0.27188 -1.27195 2.22544 0.1 0.4 -0.3 0.0296
```
Positions in Å, forces in eV/Å.